(1)
DFT (ωB97M-V/def2-TZVPD) results for a cluster of 8 separate species, C28H79N7O8 in total in a non-equilibrium geometry.

Each line ends with the Mulliken charge.
Geometry (Å):
O 1.711 -3.605 -3.050  -0.025
O -2.885 3.145 -4.227  -0.375
O 2.268 0.895 2.802  -0.404
O -0.437 -0.268 -0.689  0.644
O -1.289 -4.470 -2.232  -0.236
O -5.279 2.317 2.939  -0.360
O -1.258 0.380 4.322  -0.136
O 3.622 2.056 -3.519  -0.241
N -0.428 1.506 -3.100  -0.562
N 0.046 -3.054 0.018  -0.698
N 5.959 3.196 -2.687  -0.744
N 1.252 -6.489 -2.582  -0.732
N -2.505 -1.916 6.988  -0.858
N -2.174 1.572 0.930  0.340
N 3.036 1.217 5.667  -0.733
C 1.760 3.236 5.870  -1.604
C -5.708 3.092 4.079  -0.710
C -3.654 4.194 -4.849  -0.763
C -3.548 1.553 1.342  0.286
C -2.127 -3.119 1.074  -1.096
C -4.063 0.156 1.226  -1.281
C -1.458 -4.253 -3.588  -0.812
C 1.972 0.933 1.400  -0.728
C -1.837 3.599 -3.438  -1.064
C 5.629 3.302 -4.090  0.337
C 2.973 0.711 -3.477  -0.781
C 6.912 3.281 -4.851  -1.363
C -0.414 3.260 -1.473  -1.349
C 2.407 -4.603 -3.753  -1.116
C -1.427 -0.111 5.701  -1.279
C 2.108 2.135 3.536  -0.740
C 1.683 -2.279 -3.566  -0.783
C -2.598 -1.124 5.734  1.196
C 4.721 2.110 -4.386  -0.820
C -1.256 -3.670 -0.024  0.375
C -3.877 2.248 2.719  -0.387
C -0.552 -0.505 3.573  0.270
C -1.940 -3.528 -1.375  -0.749
C 3.342 -6.997 -3.506  -1.594
C 1.898 1.873 5.073  1.461
C 2.501 -5.907 -2.868  0.716
C -3.985 -0.498 5.575  -0.977
C -1.270 2.518 -2.479  0.760
H -3.289 1.723 3.473  -0.032
H -0.309 0.165 -1.534  -0.112
H -3.972 -0.403 2.157  0.037
H 0.924 1.066 1.131  0.079
H -0.905 1.084 -3.884  0.239
H -0.081 2.626 -0.651  -0.126
H -0.947 4.102 -1.031  0.451
H -1.047 -4.688 0.306  0.441
H 2.677 3.823 5.807  0.410
H -1.631 1.129 1.658  -0.719
H -2.427 -1.306 7.790  0.236
H -4.020 0.556 5.852  0.068
H 3.888 1.758 5.635  0.285
H 0.951 1.380 5.291  -0.613
H -3.585 -0.377 0.404  0.316
H 0.737 -5.678 -2.268  0.193
H 0.368 1.964 -3.521  0.207
H 7.729 3.966 -4.622  0.373
H -1.091 4.031 -4.106  0.357
H -5.622 4.121 3.731  0.303
H 4.947 4.089 -4.410  0.301
H 4.351 2.183 -5.408  0.340
H 2.958 2.770 3.286  0.434
H -3.400 -2.354 7.152  0.256
H 6.565 2.420 -2.463  0.280
H -6.739 2.865 4.352  0.248
H 2.931 -5.588 -1.918  0.234
H -1.444 -3.206 -3.891  0.260
H 1.930 -4.806 -4.712  0.408
H 3.447 -4.405 -4.013  0.449
H 1.025 -2.233 -4.434  0.380
H 0.591 -3.455 -0.732  0.369
H 2.584 1.600 0.794  0.499
H -2.029 1.957 -1.933  0.318
H 3.705 -0.081 -3.316  0.558
H 6.703 3.567 -5.881  0.326
H 7.266 2.268 -4.660  0.328
H 1.303 -7.066 -1.755  0.268
H 0.456 3.772 -1.885  0.495
H 3.238 0.480 5.007  0.336
H -0.051 -2.088 -0.263  0.071
H -2.407 -1.916 5.010  -0.143
H -2.080 -2.507 -1.730  0.352
H -2.062 -2.032 1.055  -0.304
H -4.694 -1.046 6.196  0.535
H 1.332 -1.529 -2.858  0.067
H -4.281 3.643 -5.550  0.249
H -0.455 -0.061 2.582  -0.656
H -4.311 -0.596 4.540  0.032
H -3.010 4.994 -5.215  0.319
H 0.912 3.771 5.442  0.362
H -1.749 -3.407 2.055  0.355
H 5.058 3.005 -2.273  0.318
H 2.470 0.599 -4.438  0.405
H 1.512 3.056 6.916  0.384
H -4.231 4.661 -4.051  0.306
H 5.345 1.222 -4.283  0.354
H -1.889 2.529 1.081  0.316
H -3.195 -3.330 1.141  0.466
H 1.214 2.602 3.123  0.317
H 3.412 -7.897 -2.896  0.371
H -5.104 2.844 4.951  0.273
H 2.340 -0.006 0.987  0.303
H 2.669 -2.080 -3.986  0.395
H 0.438 -0.711 3.982  0.360
H -2.495 -4.501 -3.815  0.391
H -1.025 -1.480 3.458  0.004
H -0.776 -4.820 -4.223  0.213
H -0.483 -0.521 6.060  0.408
H -1.527 0.814 6.269  0.506
H -3.361 3.201 2.836  0.451
H -2.109 4.472 -2.844  0.486
H -2.964 -3.894 -1.307  0.462
H 2.224 0.681 -2.686  0.021
H 4.326 -6.666 -3.838  0.384
H -1.144 0.224 -0.273  -0.111
H -4.125 2.168 0.652  0.389
H -5.127 0.156 0.986  0.455
H 2.834 -7.464 -4.351  0.369

Computed properties:
SMILES string: COC[C@H](C)N.COC[C@H](C)N.COC[C@H](C)N.COC[C@H](C)N.COC[C@H](C)N.COC[C@H](C)N.COC[C@H](C)N.O
Relative energy (zero: lowest compared OMol25 entry of this formula, charge and spin) in kJ/mol: 240.4
E_LUMO in eV: 0.48
Spin multiplicity: 1
Energy in Ha: -2099.19304
Highest occupied orbital energy in eV: -8.55
Max |F| in eV Å⁻¹: 3.00
Orbital gap in eV: 9.0


(2)
DFT (ωB97M-V/def2-TZVPD) results for a structure of composition C39H39N8O3PbS2.

Each line ends with the Mulliken charge.
Geometry (Å):
Pb 1.176 0.387 -1.414  1.372
S 0.848 3.143 -0.170  0.113
S 4.034 -2.427 -4.535  -0.081
O -0.085 1.000 0.860  0.271
O 0.019 -1.540 -0.639  -0.589
O 2.418 2.452 -2.537  -0.712
N -0.896 -1.829 3.483  -0.051
N 2.717 -1.105 -2.809  0.489
N 3.238 -0.292 -0.169  0.484
N 5.206 -1.298 -0.074  -0.059
N -1.242 0.520 -2.582  0.292
N 2.634 3.661 -2.108  0.634
N -0.660 -4.415 1.865  -0.031
N -0.767 3.330 -0.829  0.248
C -1.384 -3.372 -0.240  0.366
C -3.228 -3.886 -1.734  -0.100
C -1.632 0.350 2.535  -0.128
C 3.785 -0.055 1.080  0.110
C -1.164 1.208 1.456  0.114
C -2.103 -2.517 3.953  -0.705
C 2.084 5.553 -0.750  -0.341
C 5.346 0.123 3.346  -0.567
C -2.935 -2.687 -2.407  -0.497
C -1.849 3.023 -0.152  -0.040
C 3.110 6.287 -1.317  -0.681
C 3.912 5.668 -2.266  -0.628
C -1.913 -1.813 -2.061  0.981
C -1.944 -0.533 -2.757  -1.092
C -0.467 -3.741 0.753  -0.692
C 4.096 0.757 3.284  -0.887
C -0.721 2.883 -3.321  -0.386
C 3.297 0.679 2.161  -0.320
C -1.942 -4.701 2.522  -0.967
C -2.498 -4.164 -0.612  -0.131
C 3.647 4.372 -2.651  -0.352
C 2.664 -1.545 -4.033  -0.430
C -3.647 1.716 2.827  -0.388
C -2.724 -3.428 2.881  -0.097
C 5.838 -0.613 2.287  -1.253
C 4.734 -2.193 -2.997  -0.443
C -2.062 2.259 1.031  0.366
C -0.744 -0.700 2.841  -0.193
C -4.887 2.066 3.601  -1.724
C 5.036 -0.686 1.154  0.453
C -3.277 2.447 1.701  -0.389
C -1.691 1.697 -3.342  -1.154
C 3.897 -1.468 -2.199  -0.435
C -0.938 3.890 -2.185  -1.292
C -1.013 -2.189 -1.000  0.140
C 1.853 4.243 -1.144  0.058
C -4.309 -4.794 -2.250  -1.796
C 4.114 -1.031 -0.827  0.146
C -2.834 0.661 3.198  -0.410
H 5.940 0.221 4.244  0.423
H -2.664 2.014 -2.946  0.417
H -1.725 -5.279 3.418  0.539
H -1.830 -3.094 4.836  0.492
H 2.331 1.167 2.101  0.379
H -2.721 -5.064 -0.052  0.320
H -4.040 -5.169 -3.238  0.363
H 4.206 3.845 -3.409  0.483
H -5.756 2.146 2.947  0.397
H -3.124 0.096 4.075  0.540
H 0.308 2.524 -3.332  0.003
H -2.568 -5.318 1.881  0.232
H -2.904 -2.843 1.976  0.094
H 0.548 -3.382 0.597  0.597
H -5.256 -4.261 -2.352  0.400
H -3.692 -3.754 3.264  0.541
H 5.708 -2.595 -2.766  0.404
H -4.461 -5.651 -1.597  0.370
H -1.953 4.281 -2.247  0.489
H -0.051 -2.370 3.587  0.397
H 1.447 5.983 0.011  0.522
H -3.952 3.221 1.347  0.538
H 0.168 -4.716 2.357  0.369
H 6.020 -1.820 -0.356  0.253
H -5.105 1.323 4.365  0.380
H 6.801 -1.105 2.335  0.451
H -2.767 -0.485 -3.483  0.399
H 3.293 7.309 -1.017  0.464
H 3.758 1.327 4.139  0.485
H -3.577 -2.415 -3.240  0.504
H 1.824 -1.361 -4.689  0.424
H -1.866 1.413 -4.383  0.696
H -2.848 -1.791 4.254  0.089
H -0.258 4.730 -2.304  0.675
H -0.861 3.455 -4.239  0.533
H -2.759 3.407 -0.605  0.401
H -4.763 3.029 4.098  0.351
H 4.750 6.185 -2.712  0.466
H 0.251 -0.554 2.427  0.530

Computed properties:
E_LUMO in eV: -8.22
Spin multiplicity: 1
Net charge: +3
Energy in Ha: -3161.69742
Highest occupied orbital energy in eV: -14.83
Max |F| in eV Å⁻¹: 0.78
Orbital gap in eV: 6.6


(3)
DFT (ωB97M-V/def2-TZVPD) results for a structure of composition C25H31Br2IrN5OSe2.

Each line ends with the Mulliken charge.
Geometry (Å):
Ir 0.165 0.513 -0.898  1.466
Br 6.799 3.006 -2.382  -0.129
Br 2.441 5.154 0.462  -0.077
Se -0.124 -2.502 -1.246  0.052
Se -3.508 -2.406 0.116  0.189
O 1.210 2.508 -0.363  -0.494
N -0.944 -0.797 3.327  0.104
N -0.930 1.618 3.310  0.178
N 2.249 0.398 -1.663  -0.695
N -0.084 0.393 1.389  0.332
N 1.153 0.401 3.484  0.104
C -1.295 -4.062 -0.876  -0.831
C 4.338 1.587 -1.940  0.629
C 5.043 2.813 -1.731  0.137
C 0.397 -0.777 3.916  -0.759
C -1.652 0.420 3.739  -0.702
C 4.114 -0.676 -2.698  -1.266
C -2.266 -3.917 0.281  -0.891
C -0.822 -0.800 1.883  0.215
C 2.385 2.609 -0.779  0.162
C -3.382 2.816 -1.744  -0.750
C -3.725 0.756 -2.928  -0.705
C -4.187 2.003 -2.528  -0.456
C -2.119 2.381 -1.366  -0.063
C 4.892 0.444 -2.544  -0.614
C -4.394 -3.021 -1.507  -1.019
C 2.789 -0.652 -2.267  -0.149
C -1.649 1.114 -1.735  -0.107
C 0.411 1.600 3.895  -0.643
C -0.816 1.611 1.867  -0.563
C 4.475 3.871 -1.050  -0.380
C -2.466 0.320 -2.540  -0.017
C 3.008 1.505 -1.489  0.658
C 1.258 0.398 2.040  -0.500
C 3.186 3.767 -0.557  -0.284
C 1.410 -3.165 -0.230  -1.157
H 0.307 -0.761 5.002  0.351
H -0.281 -1.693 1.571  -0.106
H 5.040 4.777 -0.887  0.473
H 0.958 2.488 3.570  0.342
H -1.813 -0.804 1.425  -0.520
H 2.175 -2.391 -0.213  0.288
H -2.112 -0.642 -2.891  0.322
H -2.884 -4.813 0.357  0.517
H 1.802 -4.050 -0.725  0.414
H -5.167 2.343 -2.838  0.390
H -0.263 2.489 1.536  0.010
H -3.772 -2.829 -2.379  0.265
H -1.497 3.051 -0.781  0.404
H -4.344 0.127 -3.556  0.438
H -4.613 -4.082 -1.418  0.358
H 1.810 -0.489 1.715  0.150
H -3.727 3.798 -1.444  0.413
H 1.106 -3.414 0.784  0.443
H -0.612 -4.892 -0.689  0.555
H -5.325 -2.468 -1.589  0.376
H 5.919 0.456 -2.880  0.361
H -1.815 -4.254 -1.812  0.419
H 0.327 1.614 4.982  0.336
H -1.808 1.612 1.412  0.345
H -1.749 -3.787 1.231  0.334
H 0.935 -1.681 3.621  0.323
H -2.648 0.418 3.294  0.320
H 4.508 -1.569 -3.161  0.436
H -1.750 0.427 4.825  0.362
H 1.791 1.293 1.721  0.164
H 2.140 -1.504 -2.428  0.745

Computed properties:
Relative energy (zero: lowest compared OMol25 entry of this formula, charge and spin) in kJ/mol: 29.4
E_LUMO (alpha / beta) in eV: -3.80 / -5.77
Spin multiplicity: 5
Net charge: +1
Energy in Ha: -11375.13856
Highest occupied orbital energy (alpha / beta) in eV: -9.92 / -10.47
Max |F| in eV Å⁻¹: 0.98
Orbital gap (alpha / beta) in eV: 6.1 / 4.7